{"formula": "C4H6N2O", "method": "wB97M-V/def2-TZVPD", "symbols": ["N", "C", "O", "C", "C", "C", "N", "H", "H", "H", "H", "H", "H"], "coordinates": [[0.820, 1.907, -0.853], [-0.049, 1.089, -0.464], [-1.418, 1.093, -0.574], [-1.538, -0.186, 0.117], [-0.016, -0.255, 0.198], [1.025, -1.287, -0.002], [0.737, -0.748, 1.323], [0.402, 2.715, -1.316], [-2.031, -0.034, 1.080], [-2.088, -0.917, -0.482], [1.953, -0.968, -0.478], [0.760, -2.326, -0.183], [1.443, -0.084, 1.633]], "forces_ev_per_angstrom": [[-0.355, -0.196, 0.188], [0.496, 0.248, -0.109], [0.035, 0.128, -0.142], [-0.200, -0.215, 0.097], [-0.136, 0.001, -0.071], [0.114, -0.195, -0.134], [0.073, 0.178, 0.179], [0.028, -0.069, 0.067], [0.127, -0.123, -0.044], [0.230, 0.089, -0.008], [-0.286, 0.057, -0.059], [-0.073, 0.164, 0.191], [-0.056, -0.065, -0.154]], "mulliken_charge": [-0.64, 0.25, -0.42, -0.27, 0.69, -0.54, -0.64, 0.29, 0.25, 0.24, 0.27, 0.24, 0.27], "homo_energy_ev": -9.90, "lumo_energy_ev": 1.027, "relative_energy_ev": 2.647, "multiplicity": 1, "homo_lumo_gap_ev": 10.923, "energy_ev": -9270.8548}